Arrangement 1

Molecular formula: C9H12N2O
Method: DFT, ωB97M-V with the def2-TZVPD basis set

ORCA input file:
```
! wB97M-V def2-TZVPD RIJCOSX def2/J DEFGRID3
* xyz 0 1
H 2.18816 -2.53260 1.07600
H 1.76491 2.00512 -1.10213
C -1.47634 1.35249 -0.38584
C 0.89115 -0.78502 0.69586
H -2.63103 0.17097 1.61370
C 1.84680 0.95987 -0.76233
H -0.53554 1.23197 1.52727
H 3.79440 0.41218 -1.52469
H -2.14055 -1.52402 0.97402
C 3.02734 -1.17445 -0.30889
C 2.98559 0.08547 -0.97619
H -3.78969 -0.80374 0.49497
C -2.71400 -0.56261 0.78819
H 0.01848 -1.12908 1.26253
N -2.08699 0.05446 -0.29668
H 4.13455 -1.64030 -0.25447
N -1.98331 -0.72129 -1.31538
C 0.80211 0.46552 0.04936
C 2.00132 -1.60775 0.52877
H -1.15338 1.51362 -1.42691
H -2.30109 2.00094 -0.33391
H 0.15138 2.52411 0.33554
C -0.30689 1.51184 0.50893
O -2.48740 -1.80770 -1.16771
*
```

Output
HOMO level   -8.83 eV
Gap between HOMO and LUMO   9.57 eV
Molecular weight   164.21 g mol⁻¹
SMILES   CN(CCc1ccccc1)N=O


Arrangement 2

Molecular formula: C9H12N2O
Method: DFT, ωB97M-V with the def2-TZVPD basis set

ORCA input file:
```
! wB97M-V def2-TZVPD RIJCOSX def2/J DEFGRID3
* xyz 0 1
H -3.42554 0.42545 -1.36342
C -1.02312 1.74848 -1.99950
H -2.42713 -0.40556 -2.52115
H -1.08556 -2.07809 -0.31091
H 1.23979 -0.93697 2.43729
N -1.24219 0.69149 -1.20174
C 0.71285 1.68938 -0.41647
H -0.06176 -2.82864 1.08949
H 0.64104 3.19582 -1.87997
C 2.05709 1.67375 0.15193
O -1.85921 2.19025 -2.84918
H -0.90125 -0.53441 1.55496
C -0.14352 -0.56311 0.84388
C -0.13196 -2.06146 0.26961
C 1.21267 -0.30344 1.53411
H 3.13765 0.70453 1.91962
N 0.12606 2.44397 -1.42349
C -2.46543 -0.07414 -1.41626
H 2.72283 1.36995 -0.68691
C 2.11135 0.63436 1.32587
H 0.76455 -2.26125 -0.43785
C -0.35000 0.34754 -0.25017
H -2.33156 -0.93642 -0.74685
H 2.27369 2.52082 0.67727
*
```

Output
HOMO level   -6.62 eV
Gap between HOMO and LUMO   7.31 eV
Molecular weight   164.21 g mol⁻¹
SMILES   C[C@H]1C=CCc2[nH]c(=O)n(C)c21


Stability summary - winner: arrangement 1; margin: 7.6 kJ/mol.


Arrangement 1

Molecular formula: C2H4F2O3
Method: DFT, ωB97M-V with the def2-TZVPD basis set

ORCA input file:
```
! wB97M-V def2-TZVPD RIJCOSX def2/J DEFGRID3
* xyz 0 1
O -0.58115 -1.34904 0.30707
F 2.04556 0.58106 -1.05362
O -0.97968 0.85907 -0.24268
F 2.02180 -1.11366 0.26739
H 2.28141 1.07767 1.33829
H -1.52030 -1.53591 0.18064
C -0.21681 -0.25563 -0.46451
O 1.37785 0.87653 1.05704
C 1.37688 0.04936 0.01697
H -0.20468 -0.46553 -1.54000
H -0.83255 1.16540 0.66529
*
```

Output
HOMO level   -10.94 eV
Gap between HOMO and LUMO   11.56 eV
Molecular weight   114.05 g mol⁻¹
SMILES   OC(O)C(O)(F)F


Arrangement 2

Molecular formula: C2H4F2O3
Method: DFT, ωB97M-V with the def2-TZVPD basis set

ORCA input file:
```
! wB97M-V def2-TZVPD RIJCOSX def2/J DEFGRID3
* xyz 0 1
O -0.48228 1.84609 1.25722
F 1.55163 -0.56825 -1.67292
C 0.35331 -0.07285 -1.28960
H 1.09695 -0.01489 0.72367
O -0.05631 -1.63305 0.73818
H -0.61193 1.90350 2.20858
H -0.82983 -2.06603 0.33139
C 0.12917 -0.31496 0.34992
F -0.60747 -0.68398 -1.97243
H 0.36724 1.03505 -1.44848
O -0.91048 0.56936 0.77447
*
```

Output
HOMO level   -10.60 eV
Gap between HOMO and LUMO   11.32 eV
Molecular weight   114.05 g mol⁻¹
SMILES   OO[C@@H](O)C(F)F


Stability summary - winner: arrangement 1; margin: 338.6 kJ/mol.


Arrangement 1

Molecular formula: C2H4
Method: DFT, ωB97M-V with the def2-TZVPD basis set

ORCA input file:
```
! wB97M-V def2-TZVPD RIJCOSX def2/J DEFGRID3
* xyz 0 1
H 1.16421 -1.05945 0.05476
H -1.12097 0.99551 -0.07361
H 1.31620 0.87771 0.14487
C -0.66713 -0.03552 -0.01777
C 0.69020 -0.00461 -0.10175
H -1.38251 -0.77363 -0.00650
*
```

Output
HOMO level   -10.13 eV
Gap between HOMO and LUMO   11.52 eV
Molecular weight   28.05 g mol⁻¹
SMILES   C=C


Arrangement 2

Molecular formula: C2H4
Method: DFT, ωB97M-V with the def2-TZVPD basis set

ORCA input file:
```
! wB97M-V def2-TZVPD RIJCOSX def2/J DEFGRID3
* xyz 0 1
C -0.83745 -0.25288 0.16052
H 0.43464 0.68792 -0.57857
H -1.39812 -0.34957 -0.74158
H -0.34512 0.84615 1.31640
C 0.60873 -0.15304 -0.06543
H 1.53732 -0.77858 -0.09135
*
```

Output
HOMO level   -6.87 eV
Gap between HOMO and LUMO   6.12 eV
Molecular weight   28.05 g mol⁻¹


Stability summary - winner: arrangement 1; margin: 734.0 kJ/mol.